Formula: C32H37AsGeN3O6V
Source: the OMol25 dataset
Level of theory: ωB97M-V/def2-TZVPD

Positions of all 81 atoms, in Å:
V -0.41 -0.74 1.84
N -2.04 -1.93 2.93
N -1.49 -3.25 3.18
C -0.08 -3.23 3.38
O 0.36 -4.22 3.92
O 0.60 -2.20 2.99
H -2.38 -1.47 3.74
H -2.82 -2.09 2.24
H -1.95 -3.86 3.86
C 0.95 -3.72 -2.63
C -0.36 -3.15 -2.06
As -0.69 -3.20 -0.05
C -2.56 -3.79 0.07
C -2.93 -5.18 -0.42
C 0.25 -4.78 0.47
C 1.68 -4.58 0.91
H 1.05 -3.43 -3.66
H 0.97 -4.77 -2.65
H 1.88 -3.41 -2.15
H -1.28 -3.62 -2.42
H -0.38 -2.07 -2.23
H -3.13 -2.93 -0.35
H -2.68 -3.75 1.19
H -2.73 -5.40 -1.45
H -3.97 -5.40 -0.27
H -2.41 -5.96 0.07
H 0.15 -5.49 -0.33
H -0.34 -5.14 1.36
H 2.32 -3.99 0.22
H 2.06 -5.59 1.00
H 1.72 -4.15 1.89
C 3.25 -1.19 2.51
C 3.39 -1.55 1.15
C 2.65 -0.93 0.20
C 1.78 0.11 0.55
C 1.79 0.56 1.86
C 2.48 -0.12 2.85
Ge 0.80 1.16 -0.71
C 1.41 2.96 -0.55
C 2.38 3.28 0.37
C 3.09 4.49 0.37
C 2.83 5.37 -0.70
C 1.90 5.06 -1.66
C 1.20 3.83 -1.60
C 0.33 0.72 -2.49
C -0.92 0.94 -3.09
C -1.04 0.71 -4.47
C 0.00 0.26 -5.22
C 1.20 -0.14 -4.58
C 1.31 0.10 -3.22
H 3.71 -1.81 3.26
H 4.08 -2.34 0.82
H 2.73 -1.22 -0.88
H 1.22 1.47 2.04
H 2.35 0.26 3.88
H 2.58 2.60 1.21
H 3.79 4.79 1.13
H 3.41 6.29 -0.82
H 1.66 5.75 -2.49
H 0.56 3.60 -2.41
H -1.76 1.30 -2.58
H -1.91 1.00 -5.05
H -0.09 0.32 -6.30
H 2.01 -0.57 -5.16
H 2.21 -0.18 -2.76
O -1.43 1.02 2.47
C -1.34 1.65 1.41
O -0.92 0.96 0.35
C -1.64 3.09 1.35
C -2.08 3.76 2.48
C -2.61 5.02 2.41
C -2.61 5.67 1.20
C -2.16 5.02 0.03
C -1.67 3.73 0.11
N -3.21 7.09 1.15
O -2.85 7.73 0.22
O -4.01 7.40 1.99
H -2.24 3.17 3.36
H -3.10 5.51 3.22
H -2.42 5.49 -0.91
H -1.45 3.29 -0.85

Computed properties:
LUMO (spin up / spin down) = -3.602 / -3.645 eV
Largest force on an atom = 3.092 eV Å⁻¹
2S+1 = 4
Gap between HOMO and LUMO (spin up / spin down) = 6.941 / 7.569 eV
Net charge = +1
Calculated total energy = -7113.7060 Eh

How positive or negative is each atom? The Mulliken charges in e answer that:
1. V 1.06
2. N -0.60
3. N -0.14
4. C 0.18
5. O -0.67
6. O -0.28
7. H 0.22
8. H 0.27
9. H 0.23
10. C -1.33
11. C 0.07
12. As 0.58
13. C -0.43
14. C -1.41
15. C -1.04
16. C -0.93
17. H 0.47
18. H 0.43
19. H 0.15
20. H 0.59
21. H -0.31
22. H 0.41
23. H 0.07
24. H 0.34
25. H 0.43
26. H 0.33
27. H 0.74
28. H 0.50
29. H 0.04
30. H 0.41
31. H 0.20
32. C -0.76
33. C -0.68
34. C -0.37
35. C 1.22
36. C -0.38
37. C -1.05
38. Ge 1.05
39. C 0.75
40. C -0.04
41. C -1.00
42. C -0.46
43. C -0.74
44. C -0.40
45. C 0.64
46. C -0.24
47. C -0.75
48. C -0.50
49. C -0.80
50. C -0.84
51. H 0.43
52. H 0.45
53. H -0.10
54. H 0.58
55. H 0.47
56. H 0.38
57. H 0.47
58. H 0.38
59. H 0.38
60. H 0.47
61. H 0.59
62. H 0.40
63. H 0.41
64. H 0.47
65. H 0.44
66. O -0.92
67. C 0.86
68. O -0.64
69. C 0.32
70. C -0.58
71. C -0.79
72. C 0.13
73. C -0.85
74. C 0.33
75. N 0.95
76. O -0.55
77. O -0.56
78. H 0.49
79. H 0.54
80. H 0.45
81. H 0.38



Formula: C16H42ClIP3Sc
Source: the OMol25 dataset
Level of theory: ωB97M-V/def2-TZVPD

Positions of all 64 atoms, in Å:
C -0.60 -0.15 -5.25
I -1.69 -0.04 -3.26
H 0.49 -0.10 -5.13
H -0.99 0.70 -5.83
H -0.91 -1.10 -5.70
Sc 0.22 -0.18 -1.28
P 0.45 2.47 -1.57
C -0.97 3.61 -1.58
C 1.61 3.33 -0.45
H 1.66 4.39 -0.76
H 1.32 3.98 -3.23
H 2.60 2.88 -0.55
H 2.20 2.42 -3.23
H -1.47 3.62 -0.60
H 1.29 3.26 0.59
C 1.22 2.89 -3.17
H -0.60 4.62 -1.81
H 0.60 2.52 -4.00
H -1.69 3.31 -2.35
P 0.52 -2.81 -1.21
C -0.84 -4.03 -1.07
C 1.37 -3.43 -2.70
H 2.67 -3.05 -0.10
H 1.70 -4.55 -0.02
H 1.33 -3.18 1.08
C 1.67 -3.46 0.07
H 2.33 -2.93 -2.81
H 1.52 -4.52 -2.60
H -0.41 -5.04 -1.16
H -1.56 -3.87 -1.87
H 0.75 -3.23 -3.58
H -1.35 -3.93 -0.10
Cl 2.43 -0.20 -2.10
C -2.44 1.98 1.40
C -1.01 1.86 1.96
C -1.02 1.93 3.49
P -0.05 0.40 1.29
C 1.40 0.24 2.44
C 1.17 -0.68 3.63
C 2.69 -0.15 1.70
C -1.18 -1.08 1.47
C -1.95 -1.19 2.78
C -2.17 -1.09 0.28
H -3.11 1.24 1.84
H -2.48 1.90 0.31
H -2.82 2.98 1.67
H -0.42 2.71 1.59
H -1.54 1.08 3.93
H -0.02 2.00 3.93
H -1.57 2.83 3.79
H 1.52 1.28 2.81
H 0.95 -1.72 3.33
H 2.09 -0.70 4.23
H 0.37 -0.33 4.30
H 2.86 0.47 0.81
H 3.54 0.01 2.38
H 2.68 -1.20 1.40
H -0.51 -1.95 1.40
H -2.66 -0.36 2.92
H -2.55 -2.12 2.75
H -1.30 -1.26 3.65
H -1.74 -0.76 -0.71
H -2.57 -2.10 0.13
H -3.02 -0.42 0.48

Computed properties:
LUMO = -7.010 eV
Largest force on an atom = 2.138 eV Å⁻¹
Gap between HOMO and LUMO = 8.156 eV
Net charge = +2
Calculated total energy = -3177.0900 Eh

How positive or negative is each atom? The natural (NBO) charges in e answer that:
1. C -0.60
2. I 0.24
3. H 0.25
4. H 0.26
5. H 0.25
6. Sc 1.24
7. P 0.76
8. C -0.93
9. C -0.92
10. H 0.26
11. H 0.26
12. H 0.26
13. H 0.27
14. H 0.25
15. H 0.23
16. C -0.92
17. H 0.26
18. H 0.24
19. H 0.25
20. P 0.73
21. C -0.92
22. C -0.91
23. H 0.26
24. H 0.26
25. H 0.24
26. C -0.91
27. H 0.27
28. H 0.26
29. H 0.26
30. H 0.25
31. H 0.24
32. H 0.24
33. Cl -0.51
34. C -0.61
35. C -0.48
36. C -0.62
37. P 0.77
38. C -0.49
39. C -0.62
40. C -0.60
41. C -0.52
42. C -0.62
43. C -0.55
44. H 0.22
45. H 0.20
46. H 0.25
47. H 0.23
48. H 0.22
49. H 0.22
50. H 0.25
51. H 0.24
52. H 0.21
53. H 0.25
54. H 0.23
55. H 0.22
56. H 0.25
57. H 0.21
58. H 0.24
59. H 0.22
60. H 0.24
61. H 0.24
62. H 0.09
63. H 0.25
64. H 0.25



Formula: C2H4I2S
Source: the OMol25 dataset
Level of theory: ωB97M-V/def2-TZVPD

Positions of all 9 atoms, in Å:
C -0.15 -0.35 -0.74
C -0.35 0.04 0.80
S 0.26 1.10 -1.75
I -1.29 -1.72 1.79
I 1.63 0.39 1.78
H 0.56 -1.21 -0.73
H -0.93 -0.74 -1.28
H -0.90 0.86 1.05
H 1.18 1.62 -0.92

Computed properties:
LUMO = -0.506 eV
Largest force on an atom = 4.559 eV Å⁻¹
Gap between HOMO and LUMO = 8.927 eV
Net charge = 0
Calculated total energy = -1072.1453 Eh

How positive or negative is each atom? The natural (NBO) charges in e answer that:
1. C -0.59
2. C -0.37
3. S -0.01
4. I 0.10
5. I 0.10
6. H 0.23
7. H 0.23
8. H 0.17
9. H 0.13



Formula: C5H11N3
Source: the OMol25 dataset
Level of theory: ωB97M-V/def2-TZVPD

Positions of all 19 atoms, in Å:
C -0.35 1.99 -0.39
N 1.33 -1.40 0.52
C 1.07 0.04 0.19
C -0.19 0.56 0.05
N 0.99 -2.41 -0.45
N 2.35 0.43 0.11
C -1.37 -0.22 0.35
C -2.65 0.18 0.22
H 0.96 -1.69 1.43
H 0.04 -2.24 -0.76
H 1.60 -2.24 -1.25
H 2.57 1.40 -0.06
H 2.46 -0.96 0.48
H -1.22 -1.22 0.75
H -0.85 2.59 0.38
H 0.61 2.46 -0.61
H -0.96 2.05 -1.30
H -3.46 -0.48 0.49
H -2.91 1.16 -0.15

Computed properties:
LUMO = 0.846 eV
Largest force on an atom = 0.594 eV Å⁻¹
Gap between HOMO and LUMO = 7.711 eV
Net charge = 0
Calculated total energy = -361.2486 Eh

How positive or negative is each atom? The natural (NBO) charges in e answer that:
1. C -0.61
2. N -0.47
3. C 0.37
4. C -0.26
5. N -0.63
6. N -0.92
7. C -0.19
8. C -0.47
9. H 0.40
10. H 0.37
11. H 0.36
12. H 0.38
13. H 0.48
14. H 0.17
15. H 0.21
16. H 0.21
17. H 0.21
18. H 0.20
19. H 0.19



Formula: C2H7N3O
Source: the OMol25 dataset
Level of theory: ωB97M-V/def2-TZVPD

Positions of all 13 atoms, in Å:
C 0.86 0.04 0.49
N 1.13 1.42 0.80
N 1.67 -0.38 -0.64
C -0.63 -0.29 0.22
O -2.60 -0.92 -0.53
N -1.51 0.38 -0.33
H -3.42 -0.85 -1.05
H 1.15 -0.57 1.35
H 0.61 1.71 1.62
H 1.44 0.15 -1.47
H 0.87 2.02 0.03
H 1.55 -1.36 -0.84
H -1.10 -1.34 0.33

Computed properties:
LUMO = 0.584 eV
Largest force on an atom = 2.971 eV Å⁻¹
Gap between HOMO and LUMO = 10.304 eV
Net charge = 0
Calculated total energy = -319.7865 Eh

How positive or negative is each atom? The natural (NBO) charges in e answer that:
1. C 0.08
2. N -0.81
3. N -0.80
4. C -0.01
5. O -0.74
6. N -0.09
7. H 0.47
8. H 0.20
9. H 0.37
10. H 0.36
11. H 0.36
12. H 0.37
13. H 0.25



Formula: C11H19N2OP
Source: the OMol25 dataset
Level of theory: ωB97M-V/def2-TZVPD

Positions of all 34 atoms, in Å:
C -3.30 -2.14 0.53
C -2.98 -1.08 -0.57
C -1.91 -0.22 -0.05
C -2.11 1.21 0.41
C -2.52 2.25 -0.64
N -0.73 -0.75 -0.19
P 0.67 -0.48 0.64
N 1.37 -2.01 0.47
O 0.45 -0.24 2.10
C 1.46 0.83 -0.32
C 2.10 0.14 -1.50
C 3.26 -0.46 -1.17
C 3.88 -0.34 0.10
C 3.44 0.56 0.99
C 2.46 1.55 0.58
H -4.20 -2.69 0.09
H -3.68 -1.64 1.36
H -2.45 -2.75 0.87
H -2.63 -1.44 -1.57
H -3.90 -0.49 -0.84
H -1.16 1.51 0.59
H -2.66 1.22 1.35
H -1.73 2.10 -1.46
H -2.47 3.16 -0.15
H -3.51 2.23 -1.19
H 2.28 -2.04 1.10
H 1.54 -2.33 -0.48
H 0.55 1.46 -0.58
H 1.60 0.07 -2.43
H 3.86 -1.02 -1.91
H 4.48 -1.20 0.38
H 3.88 0.66 1.91
H 2.94 2.49 0.10
H 1.71 1.90 1.48

Computed properties:
LUMO = 0.550 eV
Largest force on an atom = 3.817 eV Å⁻¹
Gap between HOMO and LUMO = 8.959 eV
Net charge = 0
Calculated total energy = -956.6041 Eh
SMILES string = CCC(CC)=N[P@](N)(=O)[C@@H]1C=CC=CC1

How positive or negative is each atom? The natural (NBO) charges in e answer that:
1. C -0.59
2. C -0.47
3. C 0.46
4. C -0.48
5. C -0.59
6. N -0.89
7. P 2.21
8. N -1.18
9. O -1.11
10. C -0.65
11. C -0.17
12. C -0.24
13. C -0.25
14. C -0.15
15. C -0.45
16. H 0.21
17. H 0.20
18. H 0.24
19. H 0.24
20. H 0.20
21. H 0.21
22. H 0.23
23. H 0.20
24. H 0.22
25. H 0.21
26. H 0.40
27. H 0.40
28. H 0.25
29. H 0.22
30. H 0.21
31. H 0.21
32. H 0.21
33. H 0.23
34. H 0.25



Formula: C3H4BrN3S
Source: the OMol25 dataset
Level of theory: ωB97M-V/def2-TZVPD

Positions of all 12 atoms, in Å:
C -1.80 0.05 -0.03
C -3.63 0.57 0.03
C 0.63 -1.24 -0.05
N -1.28 1.20 0.09
N -3.51 1.82 0.03
N -2.26 2.22 -0.06
S -1.19 -1.54 0.04
Br -5.10 -0.54 -0.01
H 0.96 -0.60 -0.86
H 1.07 -2.16 -0.01
H 1.09 -0.61 0.82
H -2.18 3.10 0.39

Computed properties:
LUMO = 0.706 eV
Largest force on an atom = 5.118 eV Å⁻¹
Gap between HOMO and LUMO = 9.283 eV
Net charge = 0
Calculated total energy = -3253.0711 Eh

How positive or negative is each atom? The natural (NBO) charges in e answer that:
1. C -0.02
2. C 0.03
3. C -0.72
4. N -0.32
5. N -0.27
6. N -0.25
7. S 0.32
8. Br 0.15
9. H 0.23
10. H 0.22
11. H 0.23
12. H 0.39



Formula: C3H2NO3
Source: the OMol25 dataset
Level of theory: ωB97M-V/def2-TZVPD

Positions of all 9 atoms, in Å:
C -0.15 1.61 -0.36
C -0.66 -0.69 1.49
C 0.46 -0.78 -0.78
N 0.05 -0.72 0.46
O -0.27 2.34 0.48
O -0.98 -0.58 2.57
O 0.05 0.91 -1.28
H 1.60 -0.66 -1.07
H -0.10 -1.42 -1.51

Computed properties:
LUMO = -6.137 eV
Largest force on an atom = 3.893 eV Å⁻¹
Gap between HOMO and LUMO = 10.566 eV
Net charge = +1
Calculated total energy = -395.6447 Eh

How positive or negative is each atom? The natural (NBO) charges in e answer that:
1. C 1.08
2. C 0.95
3. C 0.19
4. N -0.62
5. O -0.33
6. O -0.32
7. O -0.48
8. H 0.28
9. H 0.26



Listing energy relative to the best compared isomer or geometry (same formula, charge and spin) for the structures above in their given order: 33.4; 0.0; 5.7; 369.6; 428.7; 320.1; 158.3; 82.5 kJ/mol.